Entry from the Open Molecules 2025 dataset: a molecular structure, C42H88In2N4O10 at a distorted geometry (wB97M-V/def2-TZVPD).

## Properties
- Energy above the lowest of the compared OMol25 structures with the same formula, charge and spin: 0.00 kcal/mol

CARTESIAN COORDINATES (ANGSTROEM)
In (-1.89, 22.52, -11.93)
In (0.54, 24.53, -8.35)
O (0.81, 22.37, -10.56)
C (2.15, 21.86, -10.60)
C (3.36, 22.77, -9.97)
O (3.27, 23.33, -8.63)
H (2.32, 21.58, -11.64)
H (2.41, 20.91, -10.12)
H (3.78, 23.51, -10.66)
H (4.22, 22.09, -10.02)
O (-1.94, 22.79, -8.80)
C (-3.03, 22.00, -8.22)
C (-4.39, 21.83, -9.08)
O (-4.19, 21.26, -10.37)
H (-3.38, 22.36, -7.25)
H (-2.62, 21.00, -8.08)
H (-4.96, 22.76, -9.14)
H (-5.08, 21.12, -8.63)
O (-0.78, 25.38, -10.93)
C (-0.91, 26.08, -12.10)
C (-0.36, 25.59, -13.59)
O (-0.84, 24.32, -14.14)
H (-0.51, 27.06, -11.83)
H (-1.97, 26.34, -12.23)
H (0.73, 25.51, -13.60)
H (-0.62, 26.36, -14.31)
C (-9.43, 20.70, -12.16)
C (-8.61, 20.15, -11.02)
C (-9.44, 19.01, -10.31)
C (-9.45, 17.65, -11.07)
C (-8.01, 17.21, -11.41)
C (-7.22, 18.24, -12.22)
N (-7.31, 19.54, -11.47)
O (-6.46, 20.54, -11.95)
C (-5.67, 17.81, -12.29)
C (-7.78, 18.35, -13.71)
C (-8.34, 21.25, -9.97)
H (-9.59, 19.99, -12.98)
H (-8.95, 21.55, -12.63)
H (-10.45, 20.96, -11.87)
H (-9.09, 18.89, -9.29)
H (-10.47, 19.34, -10.16)
H (-10.09, 17.73, -11.95)
H (-10.02, 16.87, -10.56)
H (-8.08, 16.31, -12.02)
H (-7.41, 16.93, -10.54)
H (-5.38, 17.85, -11.24)
H (-5.46, 16.83, -12.71)
H (-5.09, 18.55, -12.83)
H (-8.84, 18.10, -13.79)
H (-7.75, 19.35, -14.14)
H (-7.25, 17.66, -14.37)
H (-7.98, 22.15, -10.48)
H (-7.66, 20.83, -9.22)
H (-9.25, 21.44, -9.41)
H (-5.89, 20.75, -11.20)
C (3.21, 22.94, -14.04)
C (4.59, 23.46, -14.32)
C (5.43, 22.34, -15.11)
C (4.88, 21.95, -16.46)
C (5.04, 23.33, -17.27)
C (4.26, 24.59, -16.69)
N (4.46, 24.65, -15.22)
O (3.95, 25.82, -14.60)
C (4.87, 25.72, -17.38)
C (2.70, 24.56, -17.00)
C (5.44, 23.81, -12.99)
H (3.26, 21.93, -13.64)
H (2.63, 22.85, -14.96)
H (2.61, 23.57, -13.39)
H (6.49, 22.52, -15.24)
H (5.36, 21.36, -14.65)
H (3.87, 21.55, -16.51)
H (5.50, 21.16, -16.90)
H (4.60, 23.05, -18.23)
H (6.12, 23.47, -17.38)
H (4.75, 25.76, -18.46)
H (4.45, 26.62, -16.93)
H (5.95, 25.83, -17.31)
H (2.18, 25.15, -16.24)
H (2.34, 24.84, -17.99)
H (2.21, 23.61, -16.76)
H (5.11, 24.69, -12.44)
H (6.40, 24.16, -13.37)
H (5.65, 23.01, -12.28)
H (3.03, 25.55, -14.54)
C (0.34, 21.01, -14.78)
C (-0.01, 19.57, -14.36)
C (1.32, 19.07, -13.88)
C (1.16, 17.77, -13.07)
C (0.22, 18.07, -11.86)
C (-1.20, 18.47, -12.29)
N (-1.13, 19.53, -13.31)
O (-2.32, 19.94, -13.79)
C (-1.97, 17.20, -12.82)
C (-1.94, 18.91, -11.02)
C (-0.42, 18.72, -15.62)
H (0.42, 21.72, -13.95)
H (-0.56, 21.40, -15.26)
H (1.23, 21.07, -15.40)
H (1.99, 18.90, -14.72)
H (1.74, 19.83, -13.21)
H (2.18, 17.57, -12.75)
H (0.83, 16.89, -13.63)
H (0.53, 18.84, -11.15)
H (0.12, 17.16, -11.27)
H (-1.54, 16.63, -13.64)
H (-2.26, 16.64, -11.94)
H (-2.95, 17.45, -13.24)
H (-2.88, 19.39, -11.27)
H (-2.26, 18.11, -10.35)
H (-1.49, 19.56, -10.28)
H (-1.14, 19.21, -16.27)
H (-0.91, 17.81, -15.27)
H (0.46, 18.52, -16.23)
H (-2.54, 19.26, -14.42)
C (-6.06, 23.28, -15.67)
C (-4.60, 23.65, -15.19)
C (-4.10, 25.00, -15.70)
C (-4.90, 26.19, -15.16)
C (-4.79, 26.10, -13.62)
C (-5.28, 24.81, -12.97)
N (-4.54, 23.68, -13.70)
O (-4.86, 22.44, -13.16)
C (-4.74, 24.81, -11.54)
C (-6.78, 24.77, -12.91)
C (-3.62, 22.62, -15.72)
H (-6.88, 23.91, -15.31)
H (-6.28, 23.39, -16.73)
H (-6.45, 22.30, -15.37)
H (-3.11, 25.27, -15.33)
H (-4.02, 24.93, -16.78)
H (-4.52, 27.17, -15.45)
H (-5.93, 26.02, -15.47)
H (-5.46, 26.89, -13.29)
H (-3.82, 26.52, -13.33)
H (-5.30, 25.58, -11.00)
H (-3.66, 24.89, -11.44)
H (-5.09, 23.93, -11.00)
H (-7.31, 25.45, -13.58)
H (-7.26, 25.19, -12.02)
H (-7.26, 23.81, -13.06)
H (-2.56, 22.82, -15.56)
H (-3.70, 21.69, -15.16)
H (-3.75, 22.38, -16.77)
H (-5.77, 22.35, -13.44)


Entry from the Open Molecules 2025 dataset: a molecular structure, C42H91O36P6Zr at a distorted geometry (wB97M-V/def2-TZVPD).

## Properties
- Net charge: +1

CARTESIAN COORDINATES (ANGSTROEM)
Zr (-0.12, 0.43, 0.47)
P (0.36, -1.17, -1.37)
O (-1.04, -1.01, -0.69)
O (0.71, -2.04, -2.50)
O (1.17, -1.11, -0.01)
O (0.63, 0.41, -1.44)
C (1.13, -0.92, 6.44)
C (2.18, -0.99, 5.38)
O (1.57, -0.54, 4.11)
P (2.37, 0.34, 3.10)
O (1.56, 0.66, 1.92)
O (2.85, 1.57, 3.92)
C (4.18, 2.14, 3.88)
C (5.13, 1.46, 4.84)
O (3.72, -0.38, 2.81)
C (3.97, -1.69, 2.29)
C (5.01, -2.38, 3.14)
H (0.58, -1.85, 6.53)
H (1.57, -0.79, 7.44)
H (0.45, -0.07, 6.32)
H (3.07, -0.37, 5.48)
H (2.42, -2.02, 5.15)
H (4.62, 2.09, 2.88)
H (4.05, 3.21, 4.07)
H (5.38, 0.47, 4.47)
H (6.03, 2.04, 5.02)
H (4.63, 1.42, 5.81)
H (3.04, -2.27, 2.25)
H (4.24, -1.71, 1.23)
H (6.03, -2.09, 2.93)
H (4.85, -2.17, 4.20)
H (4.89, -3.47, 3.13)
C (-5.11, 3.88, -1.99)
C (-3.88, 3.80, -1.09)
O (-2.68, 3.73, -1.88)
P (-1.86, 2.40, -2.00)
O (-1.35, 1.94, -0.70)
O (-0.69, 2.81, -2.95)
C (-0.89, 3.11, -4.36)
C (-0.96, 4.60, -4.55)
O (-2.84, 1.47, -2.79)
C (-2.41, 0.23, -3.41)
C (-3.34, -0.08, -4.56)
H (-5.02, 4.80, -2.57)
H (-5.11, 3.07, -2.71)
H (-6.02, 3.89, -1.39)
H (-3.84, 4.70, -0.48)
H (-3.95, 2.94, -0.42)
H (-0.11, 2.62, -4.93)
H (-1.83, 2.65, -4.68)
H (-0.17, 5.14, -4.03)
H (-1.03, 4.84, -5.61)
H (-1.88, 5.01, -4.14)
H (-1.40, 0.30, -3.80)
H (-2.42, -0.49, -2.59)
H (-3.68, 0.81, -5.10)
H (-2.80, -0.67, -5.31)
H (-4.24, -0.60, -4.23)
C (-5.79, 0.09, -2.52)
C (-5.74, 0.39, -1.04)
O (-4.40, 0.52, -0.60)
P (-3.94, 0.21, 0.89)
O (-2.50, 0.36, 0.96)
O (-4.78, 1.12, 1.83)
C (-6.16, 0.93, 2.21)
C (-6.45, 1.43, 3.60)
O (-4.46, -1.25, 1.14)
C (-4.21, -2.28, 0.15)
C (-4.89, -3.55, 0.62)
H (-6.78, 0.37, -2.90)
H (-5.12, 0.77, -3.04)
H (-5.63, -0.97, -2.74)
H (-6.21, 1.38, -0.96)
H (-6.40, -0.26, -0.46)
H (-6.86, 1.35, 1.48)
H (-6.30, -0.16, 2.20)
H (-7.46, 1.09, 3.84)
H (-5.80, 1.03, 4.37)
H (-6.38, 2.51, 3.65)
H (-4.69, -1.98, -0.78)
H (-3.14, -2.47, 0.04)
H (-5.97, -3.37, 0.67)
H (-4.73, -4.34, -0.10)
H (-4.65, -3.85, 1.64)
C (2.20, -4.84, 3.93)
C (0.77, -4.52, 3.56)
O (0.75, -3.23, 2.90)
P (-0.59, -2.50, 2.62)
O (-0.42, -1.17, 2.02)
O (-1.49, -3.49, 1.76)
C (-0.92, -4.19, 0.64)
C (-1.82, -5.33, 0.22)
O (-1.33, -2.50, 4.00)
C (-2.76, -2.49, 4.19)
C (-3.07, -2.93, 5.64)
H (2.32, -5.65, 4.64)
H (2.68, -5.28, 3.04)
H (2.76, -3.97, 4.26)
H (0.39, -5.30, 2.89)
H (0.11, -4.44, 4.42)
H (-0.73, -3.51, -0.19)
H (0.12, -4.51, 0.81)
H (-1.80, -6.18, 0.90)
H (-2.85, -4.98, 0.22)
H (-1.51, -5.63, -0.78)
H (-3.07, -1.45, 4.07)
H (-3.27, -3.14, 3.49)
H (-3.16, -1.99, 6.18)
H (-3.98, -3.52, 5.64)
H (-2.22, -3.47, 6.06)
C (4.14, 5.35, 2.08)
C (3.54, 4.44, 1.03)
O (2.12, 4.66, 0.86)
P (1.41, 3.73, -0.20)
O (0.91, 2.48, 0.37)
O (0.26, 4.68, -0.75)
C (-0.41, 5.61, 0.11)
C (-1.10, 6.59, -0.80)
O (2.35, 3.59, -1.43)
C (2.64, 4.66, -2.33)
C (3.31, 4.16, -3.59)
H (5.06, 4.88, 2.43)
H (4.27, 6.37, 1.71)
H (3.52, 5.45, 2.97)
H (4.14, 4.44, 0.12)
H (3.65, 3.42, 1.42)
H (-1.11, 5.13, 0.80)
H (0.28, 6.15, 0.75)
H (-0.38, 7.27, -1.26)
H (-1.65, 6.17, -1.65)
H (-1.82, 7.23, -0.28)
H (1.75, 5.25, -2.55)
H (3.21, 5.47, -1.87)
H (3.10, 3.09, -3.67)
H (2.91, 4.65, -4.48)
H (4.39, 4.25, -3.59)
C (3.15, -4.17, -1.91)
C (2.86, -3.52, -0.55)
O (3.56, -4.38, 0.34)
C (4.68, -4.78, -0.32)
O (5.68, -5.15, 0.18)
O (4.44, -4.75, -1.66)
H (3.23, -3.38, -2.66)
H (2.47, -4.97, -2.18)
H (1.78, -3.48, -0.50)
H (3.31, -2.53, -0.44)
C (4.03, 0.91, -0.80)
C (5.24, 0.92, -1.75)
O (6.35, 1.08, -0.85)
C (5.94, 1.17, 0.42)
O (6.65, 1.34, 1.37)
O (4.59, 1.07, 0.50)
H (3.51, -0.05, -0.77)
H (3.27, 1.65, -0.98)
H (5.22, 1.75, -2.45)
H (5.34, -0.04, -2.26)
C (2.00, 0.64, -4.04)
C (2.54, -0.71, -4.53)
O (3.51, -0.34, -5.52)
C (3.27, 0.91, -5.95)
O (3.78, 1.45, -6.87)
O (2.29, 1.47, -5.19)
H (2.52, 1.03, -3.18)
H (0.92, 0.61, -3.97)
H (1.74, -1.29, -4.98)
H (3.06, -1.29, -3.77)
C (-2.03, -3.38, -3.02)
C (-1.10, -4.52, -3.51)
O (-1.99, -5.63, -3.66)
C (-3.28, -5.25, -3.48)
O (-4.21, -5.97, -3.59)
O (-3.35, -3.93, -3.19)
H (-1.87, -2.47, -3.58)
H (-1.97, -3.17, -1.96)
H (-0.40, -4.76, -2.71)
H (-0.68, -4.21, -4.46)


Entry from the Open Molecules 2025 dataset: 6 unconnected molecules or ions with the total composition C42H92F6IN3O25P5 at a distorted geometry (wB97M-V/def2-TZVPD).

## Properties
- Net charge: +1

CARTESIAN COORDINATES (ANGSTROEM)
C (2.25, -4.32, -6.16)
N (1.98, -2.88, -5.74)
C (0.86, -2.25, -6.54)
C (-0.31, -1.53, -5.58)
C (0.28, -0.94, -4.16)
C (0.49, -2.05, -2.98)
C (1.72, -1.45, -2.01)
I (1.47, -1.91, 0.11)
N (-0.76, -0.30, -6.39)
C (-2.25, -0.01, -6.24)
C (-2.50, 1.46, -7.00)
C (-3.50, 2.46, -6.18)
C (-3.00, 2.85, -4.66)
C (-4.09, 2.13, -3.62)
C (-3.38, 1.58, -2.25)
N (-3.18, 2.68, -1.23)
C (-3.04, -1.24, -6.97)
C (-4.60, -1.45, -6.51)
O (-4.82, -2.20, -5.41)
C (-5.76, -0.76, -7.45)
F (-6.07, -1.78, -8.52)
F (-5.25, 0.44, -8.20)
C (-7.18, -0.46, -6.68)
F (-7.08, -0.25, -5.22)
F (-8.07, -1.64, -7.00)
C (-7.97, 0.88, -7.28)
F (-9.37, 0.79, -6.75)
F (-8.10, 0.84, -8.78)
C (-7.35, 2.30, -6.74)
O (-6.91, 3.19, -7.66)
O (-7.27, 2.73, -5.33)
O (-2.28, -2.49, -6.78)
C (-1.61, -2.51, -5.44)
C (-1.22, -4.11, -5.19)
C (-2.66, -4.97, -5.17)
C (-3.51, -4.77, -3.78)
C (-5.00, -5.48, -3.99)
C (-6.09, -5.12, -2.82)
C (-7.32, -4.13, -3.34)
C (-7.22, -2.65, -2.58)
O (-7.82, -2.72, -1.21)
C (-6.77, -2.23, -0.28)
H (1.68, -5.01, -5.39)
H (1.89, -4.46, -7.27)
H (3.42, -4.46, -6.16)
H (2.86, -2.31, -5.77)
H (0.31, -2.96, -7.28)
H (1.34, -1.38, -7.18)
H (1.35, -0.47, -4.40)
H (-0.38, -0.03, -3.76)
H (-0.44, -2.15, -2.26)
H (0.89, -3.10, -3.35)
H (2.72, -1.93, -2.45)
H (1.80, -0.29, -2.26)
H (-0.59, -0.42, -7.42)
H (-0.24, 0.51, -5.98)
H (-2.57, 0.09, -5.10)
H (-2.82, 1.25, -8.11)
H (-1.44, 1.99, -7.06)
H (-4.60, 2.06, -6.20)
H (-3.52, 3.49, -6.79)
H (-1.90, 2.53, -4.44)
H (-3.10, 4.04, -4.56)
H (-4.54, 1.21, -4.19)
H (-4.94, 2.90, -3.41)
H (-2.41, 1.01, -2.55)
H (-4.14, 0.79, -1.78)
H (-3.67, 2.34, -0.36)
H (-2.17, 2.69, -0.97)
H (-3.05, -0.99, -8.13)
H (-8.01, 2.33, -4.77)
H (-2.35, -2.23, -4.56)
H (-0.75, -4.30, -4.12)
H (-0.60, -4.58, -6.07)
H (-2.32, -6.12, -5.21)
H (-3.32, -4.79, -6.12)
H (-2.94, -5.34, -2.90)
H (-3.68, -3.64, -3.48)
H (-4.83, -6.66, -3.98)
H (-5.37, -5.10, -5.06)
H (-5.64, -4.63, -1.86)
H (-6.63, -6.12, -2.49)
H (-7.31, -3.98, -4.50)
H (-8.39, -4.57, -3.05)
H (-6.06, -2.42, -2.50)
H (-7.82, -1.80, -3.14)
H (-6.45, -1.14, -0.64)
H (-5.88, -3.00, -0.28)
H (-7.26, -2.18, 0.78)
C (5.13, 0.00, -7.31)
O (5.75, -0.43, -6.11)
P (7.40, -0.91, -6.30)
O (6.94, -2.16, -7.07)
O (7.47, -1.26, -4.70)
C (7.16, -0.22, -3.78)
O (9.05, -1.39, -6.49)
C (9.39, -2.75, -6.26)
H (4.17, 0.46, -7.06)
H (5.76, 0.74, -7.82)
H (4.94, -0.85, -7.97)
H (6.13, -0.34, -3.45)
H (7.29, 0.76, -4.24)
H (7.82, -0.30, -2.92)
H (9.18, -3.34, -7.15)
H (8.86, -3.16, -5.39)
H (10.47, -2.80, -6.06)
C (6.30, 2.44, 3.38)
O (5.56, 1.55, 4.20)
P (5.44, -0.06, 3.59)
O (4.51, 0.44, 2.48)
O (4.54, -0.48, 4.90)
C (5.10, -0.27, 6.18)
O (5.33, -1.68, 2.98)
C (4.05, -2.17, 2.61)
H (6.48, 3.36, 3.93)
H (7.26, 1.98, 3.11)
H (5.74, 2.68, 2.47)
H (4.71, 0.66, 6.60)
H (6.19, -0.22, 6.14)
H (4.81, -1.09, 6.84)
H (3.80, -1.84, 1.60)
H (3.27, -1.86, 3.31)
H (4.10, -3.26, 2.60)
C (0.31, 2.15, 7.66)
O (0.59, 3.32, 6.91)
P (1.16, 3.01, 5.30)
O (2.48, 2.51, 5.89)
O (1.26, 4.64, 5.05)
C (0.09, 5.41, 5.22)
O (1.73, 2.71, 3.70)
C (3.04, 3.10, 3.37)
H (-0.22, 2.44, 8.57)
H (-0.32, 1.47, 7.08)
H (1.24, 1.65, 7.95)
H (0.11, 5.88, 6.21)
H (-0.81, 4.80, 5.13)
H (0.07, 6.20, 4.47)
H (3.76, 2.35, 3.69)
H (3.30, 4.08, 3.79)
H (3.11, 3.18, 2.27)
C (6.03, 2.75, 9.08)
O (6.65, 2.32, 10.27)
P (8.30, 1.84, 10.08)
O (7.84, 0.59, 9.32)
O (8.37, 1.49, 11.69)
C (8.06, 2.52, 12.61)
O (9.95, 1.36, 9.89)
C (10.29, 0.00, 10.13)
H (5.07, 3.21, 9.33)
H (6.66, 3.49, 8.57)
H (5.84, 1.90, 8.42)
H (7.03, 2.41, 12.94)
H (8.19, 3.51, 12.15)
H (8.72, 2.44, 13.47)
H (10.08, -0.60, 9.24)
H (9.76, -0.41, 10.99)
H (11.37, -0.05, 10.33)
C (-4.29, 4.07, 7.99)
O (-4.85, 3.04, 8.78)
P (-4.63, 3.25, 10.49)
O (-3.14, 2.95, 10.32)
O (-5.44, 1.84, 10.75)
C (-6.75, 1.72, 10.24)
O (-4.42, 3.47, 12.19)
C (-3.62, 2.52, 12.89)
H (-4.64, 3.95, 6.96)
H (-4.60, 5.04, 8.36)
H (-3.19, 4.00, 7.99)
H (-6.72, 1.17, 9.30)
H (-7.20, 2.71, 10.07)
H (-7.37, 1.17, 10.95)
H (-2.56, 2.77, 12.79)
H (-3.80, 1.50, 12.55)
H (-3.88, 2.58, 13.96)


| no. | LUMO level (eV) | HOMO (eV) |
| --- | --- | --- |
| 1 | -4.3084 | -7.2 |
| 2 | -1.6869 | -11.0 |
| 3 | -4.7750 | -10.4 |